Entry 1:
15
Properties=species:S:1:pos:R:3:forces:R:3:mulliken_charge:R:1 method="wB97M-V/def2-TZVPD" charge=0 homo_energy_ev=-8.902 de_lowest_kj_mol=413.95
C -1.051 -1.324 0.656 3.3 1.3 1.7 -0.504
C 0.024 -0.149 1.064 0.3 -1.8 -0.9 -0.336
C -2.023 -0.498 -0.092 -4.1 -1.3 0.7 -0.487
N 2.305 1.884 -1.348 2.6 1.1 -1.1 -0.254
N 3.033 0.885 -1.305 -0.7 0.1 -0.3 -0.279
O -0.453 1.136 0.728 -0.5 -0.2 -0.5 -0.362
S -1.160 0.860 -0.785 -0.1 0.9 0.4 -0.046
H -0.453 -2.006 -0.017 -1.0 0.4 0.9 0.227
H -1.336 -1.756 1.646 -0.3 -0.1 -1.3 0.283
H 0.346 -0.220 2.076 -0.1 0.4 1.0 0.404
H 0.884 -0.348 0.439 0.5 0.0 -0.1 0.191
H -2.485 -1.157 -0.817 0.0 0.3 -0.8 0.383
H -2.964 -0.228 0.562 2.0 0.1 -1.0 0.267
H 1.327 1.754 -1.191 -0.9 -1.3 0.8 0.269
H 4.006 1.167 -1.616 -1.0 0.1 0.6 0.244

---

Entry 2:
15
Properties=species:S:1:pos:R:3:forces:R:3:mulliken_charge:R:1 method="wB97M-V/def2-TZVPD" charge=0 homo_energy_ev="-8.228 / -8.227" de_lowest_kj_mol=500.93
C 0.849 1.867 -0.421 1.5 0.5 -1.5 -0.440
C -2.041 0.509 0.563 -2.0 1.6 -3.8 -0.399
C -1.408 -1.637 -0.072 -0.9 -4.7 -0.5 -0.645
N 1.305 0.695 -0.168 1.4 -1.3 -2.4 0.330
N 1.030 -0.210 0.702 -1.8 0.7 1.7 -0.950
O -1.906 -0.423 -0.362 -1.0 3.5 -1.1 -0.241
S -2.716 1.984 0.329 0.6 -0.9 0.0 -0.256
H 0.216 2.363 0.219 -1.4 0.9 1.3 0.338
H 1.340 2.338 -1.249 -0.2 0.4 -0.2 0.237
H -1.802 0.175 1.464 1.2 -1.3 4.2 0.581
H -0.320 -1.684 -0.148 -0.3 -0.1 -0.3 0.385
H -2.012 -2.365 -0.803 1.8 1.3 1.5 0.216
H -1.686 -1.984 0.934 0.1 0.2 0.0 0.327
H 1.958 0.368 -0.937 -0.7 0.3 1.5 0.266
H 0.202 0.258 1.217 1.8 -1.1 -0.3 0.252

---

Entry 3:
15
Properties=species:S:1:pos:R:3:forces:R:3:mulliken_charge:R:1 method="wB97M-V/def2-TZVPD" charge=0 homo_energy_ev=-8.648 de_lowest_kj_mol=352.17
C 2.520 0.046 -0.033 2.1 -1.2 -1.4 -0.717
O 1.241 -0.261 -0.485 -0.9 0.1 -1.8 -0.330
C 0.177 -0.123 0.348 -0.3 0.9 2.8 -0.016
N -0.801 -1.248 0.246 3.0 -1.9 -3.7 -0.353
N -2.081 -0.850 0.157 -3.6 0.6 0.1 -0.358
C -2.226 0.321 -0.627 1.8 2.4 0.2 -0.558
S -0.910 1.434 0.111 1.2 -0.4 0.4 -0.191
H 2.851 -0.865 0.532 0.5 1.0 -0.5 0.318
H 2.708 0.938 0.498 -0.9 1.1 1.4 0.349
H 3.197 0.341 -0.930 -1.2 -1.5 1.0 0.227
H 0.595 -0.129 1.419 -0.9 0.3 -1.2 0.366
H -0.631 -1.712 -0.771 0.1 1.2 3.1 0.293
H -2.466 -0.570 1.052 0.2 -0.7 0.4 0.301
H -1.800 0.271 -1.624 -1.0 -0.6 -0.4 0.305
H -3.081 0.996 -0.460 -0.2 -1.2 -0.5 0.361

---

Entry 4:
15
Properties=species:S:1:pos:R:3:forces:R:3:mulliken_charge:R:1 method="wB97M-V/def2-TZVPD" charge=0 homo_energy_ev=-8.675 de_lowest_kj_mol=561.71
C 0.359 0.420 0.419 -3.5 -1.4 -0.5 0.830
C -0.679 -0.634 0.993 3.4 -1.7 1.3 -0.697
C 1.775 -0.048 0.167 1.5 3.7 -1.4 -0.579
H -2.160 0.989 -0.033 2.4 2.8 -1.3 0.238
H -1.717 2.376 -1.086 0.6 0.2 -0.4 0.220
H -0.022 -1.814 1.004 -1.7 4.1 1.1 0.252
H -0.940 -0.050 2.124 -0.2 -2.6 -3.4 0.319
H -1.134 -1.731 -1.321 -1.0 0.9 2.1 0.161
H 2.044 0.941 -0.588 0.3 -2.8 2.2 0.263
H 2.499 -0.080 1.109 -1.7 -0.3 -2.2 0.240
H 1.665 -1.090 -1.471 -0.6 1.0 -3.4 0.305
N -1.424 1.805 -0.325 -0.9 -3.8 3.3 -0.488
N -0.083 1.474 -0.184 -0.2 0.3 -1.2 -0.337
O 1.807 -1.260 -0.595 0.7 -0.5 4.5 -0.499
S -1.989 -1.297 -0.215 0.9 0.0 -0.7 -0.229

---

no.,DFT total energy (hartree)
1,-701.919841
2,-701.886711
3,-701.943371
4,-701.863564